A structure of composition C18H28BN4O6P2Pt, computed with ωB97M-V with the def2-TZVPD basis set.

HOMO energy (alpha / beta) ... -0.1919 / -0.2033 Ha
2S+1 ... 3
<S²> ... 2.006
Charge ... -1
ΔE to the lowest compared entry with this formula, charge and spin ... 0.00 kJ/mol
Kohn-Sham gap (alpha / beta) ... 0.2854 / 0.2627 hartree
Calculated total energy ... -59872.628 eV
LUMO energy (alpha / beta) ... 2.54 / 1.62 eV

```
60
Properties=species:S:1:pos:R:3:forces:R:3
Pt 0.0268 1.1073 -1.2628 0.204 -0.274 -0.113
C 0.1212 -4.0685 1.0919 -0.322 0.238 0.368
C 0.8848 -2.7430 1.2277 0.248 0.020 0.492
C 0.1794 -1.7202 2.1027 -0.597 0.134 -0.286
C 0.3140 -1.8153 3.4981 -0.453 0.469 -0.566
C -0.4183 -0.9702 4.3329 0.364 -0.069 0.139
C -1.3052 -0.0435 3.8006 0.120 -0.164 -0.310
C -1.4699 0.0688 2.4142 0.223 0.317 -0.491
C -2.4444 1.0891 1.8403 0.474 0.000 0.394
C -1.8248 2.5010 1.7173 0.249 -0.796 0.698
C -0.6954 -0.7372 1.5466 0.124 -0.196 1.020
N -0.7904 -0.5661 0.1224 -0.607 -0.912 0.698
C -1.4997 -1.4563 -0.5217 0.818 1.087 -0.605
C -1.4222 -1.4131 -1.9408 -0.108 -0.235 -1.068
C -2.0996 -2.1307 -2.9762 0.584 0.591 1.500
C -1.6295 -1.6248 -4.1794 0.270 0.448 0.037
C -0.7202 -0.6058 -3.8581 0.367 0.115 0.625
N -0.5239 -0.4699 -2.5017 -1.901 -2.110 -1.356
H 0.7425 -4.8152 0.6132 0.117 -0.163 -0.203
H -0.8041 -3.9636 0.5183 0.141 0.021 0.000
H -0.1593 -4.4530 2.0812 0.068 0.086 -0.143
H 1.1145 -2.3325 0.2479 0.016 0.042 -0.020
H 1.8421 -2.9783 1.7183 -0.105 0.115 -0.209
H 0.9965 -2.5536 3.9134 -0.099 0.090 -0.040
H -0.2585 -1.0220 5.4113 -0.145 -0.012 -0.245
H -1.8705 0.6157 4.4641 0.094 -0.206 -0.236
H -3.2788 1.1568 2.5442 -0.121 -0.060 -0.192
H -2.8143 0.7245 0.8828 -0.114 0.193 0.029
H -1.5061 2.8158 2.7228 0.014 0.027 -0.254
H -2.5643 3.1977 1.3695 -0.305 0.352 -0.318
H -0.9549 2.5233 1.0621 -0.060 0.038 -0.041
H -2.1142 -2.1883 -0.0031 0.085 0.001 0.023
H -2.8564 -2.8892 -2.8233 0.136 0.047 0.015
H -1.9163 -1.9443 -5.1797 0.120 0.212 0.318
H -0.2048 0.0249 -4.5633 0.213 0.099 0.120
N 4.5471 1.4043 0.0079 1.210 -0.008 -0.212
C 3.1215 1.3205 -0.2546 -0.980 0.949 0.502
C 2.3709 0.7451 0.9933 0.283 0.227 -0.881
P 2.5031 3.1288 -0.5513 -2.158 -1.609 -0.299
O 3.1074 3.4502 -2.0309 -1.114 -0.500 0.279
O 3.1621 3.9977 0.4640 -0.929 -0.468 -0.801
O 0.8634 2.8975 -0.6574 3.947 1.368 0.577
P 2.8396 0.3775 -1.8452 0.088 -0.144 -0.746
O 2.2125 -1.0591 -1.4989 -1.019 0.431 -0.734
O 4.3254 0.0010 -2.2475 0.539 0.495 0.520
O 2.0750 1.0868 -2.9539 1.024 -0.639 1.223
H 4.9067 2.3707 0.0426 -0.433 -0.740 0.280
H 4.9351 0.4577 -1.5802 -0.761 -0.323 -0.469
H 4.8533 0.8545 0.8166 -0.312 0.532 -0.375
H 2.5668 1.4044 1.8356 0.002 0.127 0.058
H 2.7353 -0.2585 1.2401 -0.123 0.049 -0.135
H 1.2907 0.7202 0.8164 0.339 -0.155 0.220
H 2.6442 2.8563 -2.6952 0.455 0.508 0.703
H 1.2839 -1.0889 -1.8987 0.957 -0.067 0.440
B -4.5649 1.4007 -1.5718 -1.252 0.518 -0.237
C -3.0270 1.7265 -1.6086 2.955 -0.366 0.501
N -1.8547 1.8578 -1.5487 -4.040 0.258 -0.196
H -4.9951 1.4679 -2.7344 0.210 0.060 0.474
H -4.8674 0.2923 -1.1152 0.679 0.290 -0.081
H -5.1109 2.2680 -0.8577 0.321 -0.336 -0.390
```
Forces are in eV/Å.

Atom charges from the Mulliken analysis, given in e for atoms 1 to 8: number 1, Pt, carries 1.56; number 2, C, carries -1.34; number 3, C, carries -0.14; number 4, C, carries 1.12; number 5, C, carries -0.95; number 6, C, carries -0.85; number 7, C, carries -0.55; number 8, C, carries 0.70